52
Properties=species:S:1:pos:R:3:lowdin_charge:R:1 method="wB97M-V/def2-TZVPD" e_above_lowest_ev=18.612 charge=0 total_energy_ev=-32315.664
O -4.27 -2.46 0.86 0.056
C -3.88 -1.47 0.15 -0.230
N -2.70 -1.31 -0.61 -0.028
C -2.39 -0.34 -1.34 -0.417
O -1.33 -0.47 -2.01 0.044
C -3.46 0.76 -1.37 -0.002
C -4.25 0.92 0.06 -0.462
C -4.94 -0.22 0.03 -0.105
H -5.73 -0.37 -0.73 0.151
H -5.41 -0.27 1.10 0.166
C -3.24 1.58 1.07 -0.157
H -2.30 1.70 0.55 0.112
H -3.06 0.35 1.63 0.202
C -3.74 2.70 1.78 -0.224
H -4.52 2.30 2.35 0.125
H -3.06 3.16 2.38 0.111
C -4.38 3.21 0.66 -0.361
H -5.15 4.08 1.03 0.165
H -3.55 3.97 -0.08 0.211
C -5.14 2.31 -0.07 -0.160
H -5.37 2.55 -1.30 0.192
H -6.18 2.11 0.45 0.151
H -4.12 0.73 -2.17 0.092
H -2.90 1.78 -1.53 0.158
C -1.99 -2.40 -0.77 -0.097
C -0.78 -2.39 0.49 -0.251
N 0.36 -2.12 -0.14 -0.074
H 0.15 -1.05 -0.84 0.208
C 1.25 -1.49 0.91 -0.121
C 2.59 -0.94 0.13 -0.278
C 2.32 0.59 -0.60 -0.108
H 1.45 0.42 -1.40 0.145
O 3.47 0.95 -1.24 -0.020
C 4.59 0.60 -0.60 -0.272
C 5.72 1.33 -1.02 0.065
C 6.99 1.46 -0.30 -0.039
C 7.04 0.48 0.63 -0.089
C 5.89 -0.19 1.50 0.102
C 4.67 -0.05 0.56 -0.137
O 3.50 -0.69 1.09 -0.065
H 6.00 -0.92 2.27 0.075
H 7.80 0.45 1.58 0.126
H 7.72 1.74 -0.66 -0.028
H 5.62 1.87 -1.87 0.086
H 1.96 1.25 0.18 0.120
H 2.99 -1.67 -0.75 0.197
H 1.02 -0.78 1.52 0.040
H 1.79 -2.44 1.46 0.174
H -1.19 -1.65 1.20 0.113
H -0.78 -3.32 1.01 0.101
H -2.60 -3.37 -0.32 0.178
H -1.52 -2.68 -1.57 0.062